Entry 1:
The following is a quantum chemistry calculation of a structure of composition C11H15IrN5O4STe, from the Open Molecules 2025 dataset.

```
38
Properties=species:S:1:pos:R:3:forces:R:3
Ir -0.16721 -0.52235 0.95459 0.155 0.475 1.537
N 0.33184 -2.46592 0.28476 0.033 0.057 0.203
C 1.82118 -2.47795 0.11199 -0.095 -0.009 -0.073
C 2.34612 -1.10883 -0.34478 -0.321 0.388 0.276
O 3.40285 -0.99150 -0.91664 0.159 0.016 -0.040
N 1.51213 -0.10531 0.04785 -0.006 -0.273 -0.705
C 1.83571 1.31084 -0.00667 -0.050 -0.078 -0.093
C 0.94078 2.04894 0.98893 -0.047 0.110 0.038
O 1.24445 3.05780 1.55748 -0.020 -0.042 -0.134
O -0.28113 1.47901 1.17848 0.131 -0.090 -0.023
H 0.02886 -3.23125 0.88132 0.047 -0.033 0.011
H -0.09984 -2.61940 -0.62286 -0.065 -0.045 0.004
H 2.13854 -3.24837 -0.58589 -0.013 -0.011 -0.024
H 2.26190 -2.68917 1.08678 0.042 -0.023 -0.012
H 1.62341 1.72844 -0.99635 0.058 0.045 -0.005
H 2.88501 1.49453 0.21328 0.008 0.006 0.066
O -2.24870 -2.01220 2.29651 -0.252 0.878 0.470
N -2.01225 -0.97849 1.75022 0.380 -1.653 -1.914
N -0.56312 1.25391 3.80975 0.075 -0.314 0.208
C 0.22691 0.24327 4.10170 -0.079 0.148 0.098
N 0.56827 -0.02443 5.36066 -0.042 0.071 -0.005
S 0.91884 -0.81889 2.92042 -0.008 -0.150 -0.200
H -0.87416 1.88581 4.53094 -0.016 0.002 0.014
H -0.65473 1.52397 2.82217 0.045 0.221 -0.134
H 0.32574 0.59711 6.11507 0.039 0.014 -0.007
H 1.15502 -0.81363 5.57086 -0.014 -0.029 0.010
Te -3.36333 -0.25585 0.22463 -0.166 0.281 0.446
C -4.43784 -2.04123 0.06135 0.003 0.069 -0.046
C -5.03649 -2.62599 1.17214 -0.085 0.016 -0.009
C -5.77015 -3.79163 1.00574 0.000 -0.018 0.005
C -5.92751 -4.34627 -0.25734 -0.003 0.002 0.008
C -5.34645 -3.74388 -1.36460 -0.012 0.010 0.006
C -4.59095 -2.59132 -1.20921 0.085 -0.074 0.012
H -4.94962 -2.18105 2.15359 0.007 0.017 -0.003
H -6.23554 -4.25656 1.86504 0.009 0.005 -0.016
H -6.51394 -5.24724 -0.38051 0.010 0.009 0.005
H -5.47706 -4.17060 -2.35025 0.000 0.004 0.014
H -4.12763 -2.13224 -2.07423 0.010 -0.002 0.012
```
Positions in Å, forces in eV/Å.

Calculated values
total charge = +1
orbital gap (spin up / spin down) = 6.46 / 6.46 eV
relative energy (zero: lowest compared OMol25 entry of this formula, charge and spin) = 0.3687 eV
DFT total energy = -48251.3725 eV

Atomic partial charges in e from the natural (NBO) method, atoms 1 to 4: number 1, Ir, carries 0.9419; number 2, N, carries -0.7625; number 3, C, carries -0.3216; number 4, C, carries 0.6390

Entry 2:
The following is a quantum chemistry calculation of a cluster of 5 separate species, C6H23NO5 in total, from the Open Molecules 2025 dataset.

```
35
Properties=species:S:1:pos:R:3:forces:R:3
C 0.87228 0.63914 -2.52046 -2.128 -1.112 -0.424
C 1.39380 1.86369 -1.91679 2.158 0.626 -0.892
C 0.43485 2.98209 -1.80433 -1.874 -0.479 -1.307
O -0.67390 2.52506 -1.02902 1.099 -0.044 -0.148
C -1.76299 3.38046 -1.03552 -0.593 0.352 1.216
N 1.92858 1.52663 -0.62754 0.558 0.996 0.061
H 1.62084 -0.15219 -2.55993 -0.065 0.090 0.059
H 0.44827 0.77384 -3.51553 -0.047 0.026 -0.139
H 0.06523 0.38069 -1.83490 -0.247 -0.909 -0.422
H 2.13191 2.13110 -2.67296 0.842 0.946 0.500
H 0.00151 3.07579 -2.80009 0.184 0.568 -0.480
H 0.80429 3.95883 -1.49191 0.241 -0.172 0.428
H -2.15920 3.22747 -0.03168 -0.666 0.438 -0.061
H -2.54314 3.14893 -1.76069 0.175 -0.184 -0.323
H -1.46405 4.42476 -1.12596 0.032 0.140 -0.092
H 1.06670 1.39955 -0.11656 0.375 -0.646 0.962
H 2.43366 0.66158 -0.75669 -0.135 -0.278 0.753
O -1.87508 -4.14788 0.92009 0.242 0.210 1.334
H -2.03015 -3.55836 0.18209 -0.191 0.617 -0.764
H -1.80556 -5.01613 0.52318 0.024 -0.655 -0.358
O -1.19439 1.12796 1.30971 -0.172 0.108 0.634
H -0.78937 0.26953 1.18603 -0.001 -0.447 -0.019
H -1.09681 1.56359 0.46298 0.210 0.071 -0.398
C -0.69797 -2.08073 4.07229 -0.810 0.728 1.504
O -0.07928 -2.90896 3.20144 1.071 -1.637 -1.706
H -1.65052 -2.53258 4.34901 -0.405 0.376 0.273
H -0.09651 -2.06560 4.98119 0.008 0.709 0.117
H -0.86545 -1.11833 3.58870 -0.092 0.497 0.616
H -0.81811 -3.26108 2.69971 0.272 -0.702 -1.114
C 1.32924 -2.05676 -0.32333 -1.105 -0.049 0.525
O 2.21345 -1.84934 0.77696 0.688 0.033 -0.917
H 0.67577 -2.91196 -0.15097 -0.088 -0.038 0.085
H 0.69101 -1.18448 -0.46434 -0.206 0.036 0.121
H 1.75826 -2.22772 -1.31066 1.009 -0.008 0.358
H 1.73293 -1.98847 1.59631 -0.367 -0.209 0.017
```
Positions in Å, forces in eV/Å.

Calculated values
spin multiplicity = 2
total charge = -1
orbital gap (spin up / spin down) = 2.28 / 9.70 eV
relative energy (zero: lowest compared OMol25 entry of this formula, charge and spin) = 2.5143 eV
DFT total energy = -18319.6793 eV

Atomic partial charges in e from the natural (NBO) method, atoms 1 to 4: number 1, C, carries -0.6585; number 2, C, carries -0.0949; number 3, C, carries -0.0560; number 4, O, carries -0.5877